Density functional theory data (wB97M-V/def2-TZVPD) for a 18-piece molecular cluster, C53H82F3N21O6PS2 overall at a distorted geometry.

Computed properties:
- total charge = +1
- frontier orbital gap (eV) = 6.75
- LUMO energy (eV) = -4.62
- HOMO level (Ha) = -0.4179
- spin multiplicity = 1
- DFT total energy (eV) = -138964.0189

```
168
Properties=species:S:1:pos:R:3:forces:R:3:lowdin_charge:R:1
S -0.437383 4.324588 -2.496335 0.8978 -2.0452 0.3103 0.869
S -0.571446 -0.996415 2.212403 1.1630 -5.5124 1.2465 0.841
P 1.446701 0.961747 0.330991 3.2930 0.8013 -0.2984 0.570
F -1.257440 1.549046 2.869961 0.5258 -0.9920 0.6302 0.118
F -1.922283 -0.022014 4.280700 0.9099 0.5711 -1.4790 0.140
F 0.165522 0.505239 4.282758 -1.0894 0.1979 -1.4654 0.115
O 1.498224 1.326191 1.945423 -0.9700 -1.0449 -1.3296 -0.156
O -1.321096 -2.138197 2.722760 -0.5405 2.3679 -0.8782 -0.256
O 1.987331 2.120636 -0.418347 -1.4375 -0.9477 0.3460 -0.259
O -3.183272 -1.717059 0.707821 0.1630 0.1735 0.5588 -0.069
O 2.490927 -0.317436 0.121546 -1.6929 1.4851 1.2832 -0.135
O 0.840856 -1.394621 2.235998 -1.3783 2.4612 -0.9606 -0.294
N 2.589358 -2.279134 -4.646703 -0.1000 -0.0197 0.0711 0.123
N 8.195367 1.589625 4.561395 -0.0084 -0.0125 -0.0501 0.120
N -6.804974 2.378470 0.528741 0.0743 0.0954 0.1095 0.166
N -4.736846 4.286553 -6.520141 -0.0064 -0.0517 0.0730 0.125
N -6.524541 2.136520 -2.852740 -0.5274 -0.0716 -0.1652 0.186
N -0.274565 5.865272 6.358297 -0.0318 0.0323 -0.0385 0.131
N 4.208948 8.701868 -2.415929 -0.0079 -0.0635 0.0634 0.143
N -1.933261 -3.431682 -2.308268 -0.0496 0.2979 -0.5310 0.165
N 4.937118 -2.558651 5.519450 -0.0849 -0.0381 -0.0528 0.147
N -2.242083 4.042718 0.124746 0.0620 0.0267 -0.8506 -0.039
N 0.176364 1.576412 -2.506016 -1.4664 0.3861 2.1427 0.075
N -1.273666 7.243777 -2.597110 0.0040 -0.0631 -0.0200 0.100
N 14.097369 0.782002 4.711311 0.0191 -0.0307 0.0144 0.119
N 5.060097 -7.993006 6.751885 -0.0404 -0.0211 -0.0138 0.118
N -4.487699 -6.854308 1.111109 -0.2444 -0.3421 -0.0590 0.151
N -4.038210 -0.934754 -1.784525 1.1558 0.5289 1.3717 0.045
N -1.491771 -7.652686 -0.406505 0.1194 -0.2695 -0.1660 0.148
N 1.391071 -11.572545 -2.218936 0.2103 -0.0722 -0.1144 0.140
N 9.061773 10.430644 -1.151983 0.0130 -0.0520 0.0175 0.117
N 6.043728 -0.089372 -2.502192 0.1191 -0.0064 0.0565 0.146
N -2.332075 -0.926070 0.005806 0.6104 1.1515 -1.5304 0.000
C -3.729028 1.547248 -3.682084 0.0097 1.1337 -0.2895 -0.181
C -3.372318 4.348393 -0.798050 -0.9615 -0.6930 0.3629 -0.274
C -3.165934 -4.166171 1.439912 0.7365 -0.0074 -0.9094 -0.198
C -3.792560 4.928619 -6.406712 0.5912 0.4094 0.0592 -0.269
C -2.364502 0.764332 -3.565736 -1.1833 -0.8635 -0.0883 -0.108
C -6.493326 -1.026227 -1.647219 0.5454 0.8083 0.0598 -0.183
C 3.912402 -2.164152 5.185834 -0.6800 0.2474 -0.1565 -0.220
C 6.267418 -0.532798 -1.468111 0.2029 -0.2661 0.6614 -0.245
C -0.205255 0.359473 -0.255415 -2.2204 -0.9901 -0.6028 -0.064
C -6.184846 2.192857 1.476547 0.3859 -0.0800 0.6060 -0.242
C -7.288442 2.255134 -3.700925 -0.5081 0.1267 -0.5523 -0.187
C -3.157020 -3.108441 0.244656 -0.1134 -2.3896 0.5736 -0.155
C 3.069193 -0.023762 -3.385333 -0.3376 -0.4495 -0.2173 -0.072
C -7.828776 -0.387422 -1.089612 0.4028 -0.9187 -0.1779 -0.244
C -1.847329 -5.028227 1.255183 -0.1100 0.6290 0.2041 -0.137
C 2.591342 -1.653507 4.753527 0.5696 -0.2537 0.2089 -0.057
C -4.194621 -7.768737 1.736857 0.1888 -0.6396 0.3882 -0.241
C 0.125723 4.799081 6.227230 0.2670 -0.6967 -0.0757 -0.272
C 5.531555 -6.983540 6.479605 0.3354 0.6338 -0.1768 -0.279
C -1.110326 -0.506037 0.521015 1.1558 1.7833 -1.4091 -0.121
C -0.624775 -10.121917 -0.685621 -0.4659 0.7402 0.2188 -0.079
C -8.832419 -1.558054 -0.700167 0.0162 1.2952 -0.3167 -0.108
C 0.642278 3.421472 6.058061 -0.1800 0.5423 0.1077 -0.069
C 4.914009 6.571626 -1.044951 -0.1419 0.4502 -0.2864 -0.046
C -0.086991 2.784796 -2.379385 0.1638 1.3240 -1.3228 -0.654
C 3.585321 -10.138154 -2.025819 -0.4641 -0.3023 -0.0322 -0.055
C 13.072307 1.173711 4.377949 -0.6475 0.2631 -0.2343 -0.279
C -5.385712 1.951673 2.700371 -0.2968 0.1057 -0.4906 -0.048
C 7.988235 10.777289 -1.359407 -0.6843 0.2541 -0.1369 -0.279
C -1.949075 0.329949 -2.140556 1.5433 -0.1749 1.9587 0.013
C 4.516383 7.772132 -1.816472 0.2879 -0.5709 0.3515 -0.253
C 6.558287 -1.102493 -0.132499 -0.1033 0.1781 -0.5287 -0.055
C -3.815199 -8.950544 2.542817 -0.1398 0.4477 -0.3106 -0.049
C 6.139369 -5.679052 6.128230 -0.2302 -0.5372 0.1931 -0.087
C -1.170785 -3.788164 -3.085268 0.5869 -0.4165 -0.6600 -0.191
C 7.899882 0.626842 5.112110 -0.1363 -0.6076 0.3766 -0.269
C -2.782071 -0.534068 -1.261090 1.2498 1.0504 -1.9486 -0.107
C 2.799208 -1.293893 -4.095683 0.1539 0.6451 0.3496 -0.241
C 6.601707 11.223158 -1.628394 0.5142 -0.1967 0.1086 -0.070
C -2.572722 5.757526 -6.260419 -0.4543 -0.3446 -0.0463 -0.055
C -0.267448 7.737183 -2.347537 0.5907 0.3972 0.1840 -0.276
C -3.945453 3.043472 -1.478881 -0.5551 0.7649 -0.4911 -0.203
C -3.709342 3.004988 -3.051882 -0.6367 -0.4856 0.0504 -0.208
C -1.112673 -8.730158 -0.528533 0.1656 -0.6752 -0.0298 -0.236
C -0.193277 -4.243619 -4.086569 -0.2492 0.1190 0.2848 -0.041
C -5.186708 -0.346399 -1.048110 -2.0584 -0.5116 0.1454 -0.200
C 11.747604 1.679003 3.948134 0.5340 -0.2027 0.2045 -0.080
C 2.348379 -10.945760 -2.134279 0.7035 0.2786 -0.0646 -0.252
C 1.032045 8.370086 -2.024709 -0.6171 -0.2444 -0.1038 -0.065
C -8.273897 2.408384 -4.794708 0.3495 -0.0191 0.3985 -0.036
C -0.630660 0.765560 -1.626362 -1.6021 -1.3394 0.7663 -0.114
C -0.917291 0.380336 3.464543 -0.4088 0.3530 1.8221 -0.572
C 7.516123 -0.616720 5.820018 0.2030 0.5936 -0.2527 -0.072
H 7.193600 -5.675185 6.403736 -0.0547 -0.0445 -0.0005 0.079
H 7.592188 -0.894972 0.140794 -0.0549 0.0131 -0.0298 0.084
H -8.313435 1.494818 -5.387212 0.0372 0.0353 0.0466 0.085
H 3.358529 -9.087941 -2.207038 -0.0165 -0.0598 -0.0046 0.080
H 0.219913 -5.210010 -3.799206 -0.0788 0.0475 0.0580 0.090
H 2.244173 -2.213174 3.887478 0.0395 0.0114 0.0780 0.063
H 11.028058 1.569394 4.758322 0.0267 0.0241 -0.0590 0.053
H -2.500047 -0.188773 -4.157024 0.1500 0.7793 0.6517 0.137
H -5.259159 0.763581 -1.152697 0.2923 -0.9948 -0.2470 0.068
H -4.063359 -3.368601 -0.371976 0.8543 0.9233 0.3663 0.126
H 3.742475 -0.201068 -2.551572 -0.0338 -0.0034 -0.1214 0.025
H -3.527946 -8.637525 3.546080 -0.0179 0.0077 -0.0565 0.083
H -4.189593 4.804244 -0.168346 0.5996 -0.2143 -0.9157 0.110
H 4.010061 -10.244527 -1.028113 -0.0396 -0.0261 -0.0460 0.082
H 1.834828 7.645235 -2.139915 -0.0817 0.0427 -0.0618 0.045
H -8.599192 -2.472744 -1.300727 -0.2594 0.6680 0.7201 0.069
H 5.973882 10.362102 -1.857638 0.0526 0.0876 -0.0140 0.029
H 5.188916 6.858738 -0.030554 -0.0091 0.0271 -0.0641 0.085
H -4.020415 -4.878519 1.276971 0.7822 1.1854 0.3935 0.048
H 1.868817 -1.764318 5.561879 0.0666 -0.0237 -0.0108 0.091
H -3.217189 -3.663145 2.435744 -0.0013 -0.4437 -0.8490 0.100
H -2.802282 3.565804 -3.386428 -0.5897 -0.5598 0.4234 0.043
H 5.629720 -4.877378 6.660103 0.0216 -0.0405 -0.0618 0.050
H -5.204445 -0.577923 0.049539 0.3224 0.1299 -0.7838 0.117
H -6.446155 -0.898195 -2.763288 -0.0427 -0.2930 0.9551 0.112
H -6.037270 1.620987 3.508440 0.0215 0.0179 -0.0506 0.086
H -2.614649 3.845098 1.049818 0.2710 0.4186 -0.1612 0.049
H -0.883081 -10.496197 -1.673976 0.0680 0.0297 0.0581 0.071
H -1.591980 1.353919 -4.108426 -0.3243 -0.5156 0.8701 0.115
H 2.670263 -0.599553 4.487968 0.0322 -0.0532 -0.0023 0.075
H -0.940517 -4.367605 1.376980 -0.8253 -0.6744 0.0703 0.066
H -2.240665 -3.262251 -0.368416 -1.0126 0.3541 0.7492 0.057
H 5.897562 -0.657736 0.610981 0.0501 0.0275 -0.0484 0.068
H 0.453069 -10.151113 -0.566706 -0.1226 0.0324 0.0251 0.042
H -2.974751 -9.461879 2.074393 -0.0342 0.0724 -0.0116 0.066
H -9.260910 2.606548 -4.377770 0.0671 -0.0172 0.0272 0.085
H -2.150587 5.617923 -5.265122 -0.0554 0.0300 -0.0085 0.052
H 0.942568 2.099040 2.154269 0.4137 -0.0514 -0.3186 0.085
H 6.200062 11.733689 -0.753556 0.0622 -0.0176 -0.0267 0.080
H -4.637545 1.181991 2.508151 -0.0596 -0.0021 -0.0189 0.063
H -1.803488 -5.457269 0.221683 -0.2036 0.3088 1.0836 0.027
H -8.289249 0.235304 -1.893696 0.4714 -0.3701 0.7766 0.083
H -1.593736 4.828385 0.129023 -0.2425 -0.2374 0.4957 0.041
H 1.022856 8.731222 -0.996678 -0.0426 -0.0173 -0.0508 0.088
H -3.618928 2.105755 -0.960380 0.1006 0.9029 -0.3118 0.082
H 1.722622 3.410146 6.199754 -0.0544 0.0292 0.0018 0.084
H -4.587735 3.550650 -3.495270 0.9349 -0.4860 0.3085 0.091
H 7.679707 -0.499446 6.890937 0.0168 0.0310 -0.0617 0.085
H -1.083223 -10.761703 0.068421 0.0042 0.0430 -0.0308 0.081
H 0.614450 -3.517221 -4.152850 0.0756 -0.0043 -0.0650 0.032
H 8.117077 -1.449986 5.457676 -0.0360 0.0502 -0.0027 0.082
H 4.313715 -10.477640 -2.761301 -0.0632 -0.0087 0.0288 0.084
H 0.180366 2.759738 6.790230 0.0099 0.0515 -0.0225 0.083
H -4.883427 2.870883 3.001382 -0.0586 -0.0161 -0.0172 0.080
H 4.084152 5.865989 -1.003888 0.0248 0.0388 -0.0259 0.077
H -4.657927 -9.637602 2.611238 0.0240 0.0583 -0.0185 0.084
H 6.589591 11.907729 -2.475785 0.0359 -0.0423 0.0391 0.081
H 11.398482 1.114835 3.084155 0.0302 0.0194 0.0476 0.075
H -5.060356 3.089712 -1.348793 1.1227 -0.2981 -0.0976 0.053
H -4.618019 1.009542 -3.290294 1.0094 0.1456 -0.2083 0.060
H -0.672055 -4.336857 -5.060888 -0.0310 0.0264 0.0740 0.091
H 6.403350 -2.180934 -0.148773 0.0128 0.0541 -0.0397 0.083
H -2.818757 6.809725 -6.397927 -0.0297 -0.0650 0.0223 0.084
H -4.104955 -1.949615 -1.885601 0.0698 0.2538 0.1346 0.107
H -3.109428 5.071242 -1.610716 0.0829 -0.4632 0.9156 0.082
H 0.410887 3.060767 5.056593 0.0005 0.0497 0.0441 0.048
H -8.769655 -1.725983 0.401706 -0.1902 -0.2617 -0.9573 0.073
H 5.766960 6.091308 -1.523111 -0.0449 0.0553 -0.0036 0.087
H 11.821937 2.731924 3.679042 0.0121 -0.0544 0.0258 0.080
H 1.212800 9.209295 -2.694862 0.0223 -0.0752 0.0136 0.085
H -7.569847 0.284134 -0.224116 -0.5624 -0.7343 -0.9000 0.066
H -1.807906 -5.869364 1.993981 0.0384 0.7320 -0.6953 0.067
H -7.984418 3.238723 -5.438450 0.0567 -0.0478 0.0481 0.083
H 6.465801 -0.833841 5.642663 0.1013 -0.0091 0.0096 0.022
H -9.861966 -1.210290 -0.983121 0.7869 -0.5660 0.5506 0.072
H 2.974928 -0.469473 0.955237 -0.2527 -0.1875 -0.3360 0.078
H -3.919142 1.683963 -4.786262 0.2795 -0.2249 1.0103 0.116
H -1.833436 5.465232 -7.005654 -0.0759 -0.0156 0.0109 0.082
H 3.531030 0.687651 -4.068641 0.0315 -0.0673 0.0457 0.088
H -6.450531 -2.123070 -1.397856 -0.0204 0.9472 -0.2898 0.104
H 6.051090 -5.505995 5.056506 -0.0229 -0.0041 0.0620 0.071
H 2.136741 0.399987 -3.004730 0.1278 -0.0890 -0.1597 0.038
```
Forces are in eV/Å.